[1]
64
Properties=species:S:1:pos:R:3:forces:R:3 method="wB97M-V/def2-TZVPD" relative_energy_ev=23.187 molar_mass_g_mol=431.533 e_homo_ev=-7.7 gap_ev=8.213 spin_multiplicity=1
C -0.1296 -2.1339 3.7179 2.305 1.397 0.143
C 0.0403 -1.9016 2.1465 3.675 -5.334 0.987
N -0.9961 -1.1390 1.4550 3.193 1.888 17.643
C -1.2335 -1.1985 0.2887 -6.872 6.049 0.210
O -0.6965 -1.8780 -0.3874 7.489 -10.046 -11.016
C -2.1711 -0.2047 -0.1049 0.549 -5.155 -8.757
N -1.4312 0.6923 -0.7714 2.637 5.177 -10.050
C -0.5797 1.7926 -0.4799 -3.228 -3.740 3.555
O 0.0460 2.5910 -1.0913 -0.268 -0.550 -0.439
O -0.7064 1.6575 0.9537 0.106 -2.132 -3.822
C 0.0879 2.4449 1.6262 1.605 6.161 6.619
C 1.6687 2.5823 1.3677 -2.611 1.487 2.976
H 2.0194 3.5309 2.1692 -0.747 -3.357 -2.255
H 1.9141 1.5419 1.6137 1.467 0.615 -0.194
H 1.7668 2.9499 0.3689 0.691 -0.202 -0.542
C -0.2202 2.0403 3.3038 -0.783 4.538 -2.755
H 0.0802 2.9519 4.0227 -0.509 -2.288 -1.730
H 0.2943 1.1628 3.4702 0.854 -1.987 0.916
H -1.3393 2.0079 3.2164 0.987 -0.452 0.741
C -0.6126 3.8540 1.5519 3.837 0.392 -4.040
H -0.3392 4.3485 0.4668 -1.368 -1.427 2.266
H -1.6175 3.7423 1.7515 -2.241 0.068 0.177
H -0.1427 4.5872 2.1306 0.510 0.858 1.609
C -1.5768 0.5703 -2.3635 -1.432 1.884 1.066
C -2.8865 0.9576 -3.0259 -1.118 -10.339 10.788
C -3.9477 0.0791 -2.1038 4.170 0.479 1.118
C -5.2762 0.2670 -2.1192 0.524 -0.423 -3.703
C -5.7472 0.9819 -3.3449 -4.121 -2.861 6.175
C -4.8691 1.7792 -3.7896 -4.436 7.007 -7.815
C -3.5858 1.7702 -3.6339 7.100 6.861 -6.308
H -2.8189 2.4032 -4.3510 -2.413 -0.416 1.439
H -5.1988 2.6617 -4.6576 0.553 -2.675 2.489
H -6.8443 1.0804 -3.3854 0.728 0.015 -0.803
H -5.9041 -0.3979 -1.6037 -0.975 -0.455 0.974
C -3.2267 -0.8668 -1.0248 5.410 2.026 -8.429
H -2.7718 -1.8261 -1.8078 -0.878 2.889 2.787
H -3.9374 -1.2320 -0.5469 -6.133 -3.614 4.751
H -1.0845 1.3652 -2.7097 3.340 2.994 -0.908
H -1.1481 -0.2437 -2.8415 0.676 -2.086 -0.013
H -2.5892 0.1332 0.6093 -5.702 4.648 9.322
H -1.2815 -0.3540 2.2040 0.191 -2.065 -2.974
H 0.1689 -3.1955 1.8208 -0.738 4.183 -0.004
C 1.5956 -1.3043 1.9646 -0.582 1.956 -1.032
O 2.1674 -0.5916 2.8486 -1.749 -2.832 -3.166
N 2.0275 -1.4441 0.5521 -11.867 -5.221 7.542
H 1.1434 -1.8415 -0.0409 2.826 1.203 1.468
C 2.9907 -0.7874 0.1275 7.681 1.475 -7.936
H 2.7023 -0.1606 -0.7538 0.616 -0.659 -0.055
H 3.5542 -0.1564 0.6720 1.294 1.931 2.948
C 4.2257 -2.0465 -0.3030 -6.130 5.728 -3.742
C 4.6257 -2.6835 0.8501 -4.085 -3.308 5.577
H 4.3128 -3.7193 0.8405 0.385 -0.494 -0.056
C 6.0291 -2.4602 0.6877 4.896 -9.689 10.973
H 6.4938 -2.4667 1.9251 -0.786 0.069 -3.596
C 6.1321 -1.2879 0.0913 9.449 6.883 -2.469
H 7.1184 -1.4139 -0.5062 -0.380 1.348 1.354
H 6.2252 -0.3044 0.6734 -0.797 -1.250 -0.462
O 5.3063 -1.4120 -0.8853 -4.409 0.930 -4.777
H 6.5624 -3.4600 0.2467 -1.173 2.792 0.495
H 3.9693 -2.3919 1.9310 2.208 0.030 -2.921
H 3.6481 -2.4754 -1.0762 -0.313 -1.269 -0.670
H -1.1328 -2.5069 3.9315 0.208 0.078 0.199
H 0.0724 -1.0638 4.1208 -0.607 -1.914 0.098
H 0.7644 -2.8776 4.2434 -2.709 2.201 -1.965

***

[2]
31
Properties=species:S:1:pos:R:3:forces:R:3 method="wB97M-V/def2-TZVPD" relative_energy_ev=2.690 molar_mass_g_mol=212.249 smiles="CC(C)Cc1cc(=O)n(C(=O)N(C)C)o1" e_homo_ev=-9.3 gap_ev=9.917 spin_multiplicity=1
C -3.5602 1.1767 -2.2269 0.702 -0.220 -1.306
C -2.3408 0.9075 -1.3240 -0.414 -0.339 -0.439
C -2.7884 -0.0483 -0.2412 0.701 -0.673 0.906
C -1.1127 0.3166 -2.1092 -0.150 -0.050 1.108
C 0.2163 0.4609 -1.3738 1.134 2.544 -1.581
C 1.2032 1.3714 -1.6975 -2.957 -1.715 -0.276
C 2.3275 1.1612 -0.8666 1.193 2.040 -1.383
O 3.3552 1.8252 -0.9998 -0.605 -1.561 1.392
N 1.9120 0.1411 -0.0093 -0.279 -0.227 0.521
C 2.7004 -0.4619 0.9574 2.296 -1.587 2.976
O 3.9201 -0.3963 0.8767 -1.029 0.181 -0.880
N 2.1772 -1.0968 2.0931 -0.723 0.060 -0.531
C 0.8050 -0.8700 2.5429 0.177 -0.513 0.892
C 3.0457 -1.9772 2.9530 -0.045 0.220 -0.572
O 0.5813 -0.2881 -0.3006 0.579 -0.091 0.095
H -4.3453 1.5881 -1.6041 -0.180 0.275 -0.077
H -3.2941 1.8925 -3.0648 -0.475 -0.769 0.907
H -3.9672 0.2309 -2.6721 0.444 0.725 0.263
H -2.1085 1.8652 -0.8520 0.470 -0.002 -0.187
H -3.7666 0.2088 0.1708 -0.017 -0.007 -0.193
H -2.0896 -0.0148 0.6353 -0.406 -0.397 -0.775
H -2.8298 -1.0702 -0.6847 -0.055 0.527 0.629
H -1.2511 -0.7606 -2.3067 -0.278 0.366 0.022
H -1.0579 0.8307 -3.0795 0.424 -0.142 0.380
H 1.1730 2.0879 -2.4971 0.014 0.000 -0.029
H 0.1237 -1.6541 2.2402 -0.203 -0.254 -0.322
H 0.4033 0.0782 2.2491 0.012 0.533 -0.579
H 0.7317 -0.8396 3.6405 0.484 -0.110 -0.192
H 3.4908 -1.4279 3.8010 -0.246 0.019 -0.418
H 3.8802 -2.4121 2.3688 -0.596 0.472 0.140
H 2.4656 -2.8249 3.3811 0.027 0.698 -0.491

***

[3]
104
Properties=species:S:1:pos:R:3:forces:R:3 method="wB97M-V/def2-TZVPD" relative_energy_ev=0.663 molar_mass_g_mol=676.722 charge=-1 e_homo_ev="-5.0 / -5.3" s_squared=0.77 gap_ev="7.114 / 7.465" spin_multiplicity=2
O 0.4437 1.9541 3.9476 -1.580 -0.091 -0.305
V -1.1089 1.9108 3.4374 3.546 -0.265 0.195
O -2.0564 2.5554 4.5898 -0.621 -0.286 -0.776
O 1.9047 1.6417 1.1780 0.198 -0.651 0.047
C 0.9956 0.6659 1.1135 -2.404 -3.607 -0.854
O 1.2622 -0.4770 0.6540 2.838 0.664 -0.073
O -0.1857 0.8258 1.4112 -3.471 3.148 2.385
H 2.5344 1.1021 0.6944 1.651 0.686 -0.552
C 0.4561 -0.2187 -2.7935 1.133 -0.927 -0.524
O -0.6149 -0.0079 -1.9744 -1.853 1.158 0.421
C -1.7049 0.6504 -2.6218 0.075 -0.818 -1.276
C -2.6222 -0.3008 -3.4275 0.274 -0.357 1.108
N -3.2314 -1.1841 -2.4330 0.231 -0.107 -1.516
C -3.8156 -2.3530 -3.0483 -0.529 -1.597 1.166
C -5.0978 -2.1321 -3.8247 0.193 -0.784 0.330
O -5.9694 -1.4550 -2.9610 -0.883 1.237 -0.672
C -7.0515 -0.7975 -3.6431 1.255 0.062 0.594
H 0.2278 -0.9625 -3.5569 -0.007 -0.240 -0.368
H 1.2772 -0.6159 -2.1968 -0.153 -0.022 0.233
H 0.8510 0.6566 -3.3091 -0.243 0.539 -0.053
H -1.3292 1.3365 -3.3809 0.258 0.722 0.285
H -2.3441 1.1407 -1.8876 0.398 0.119 0.191
H -2.0982 -0.8880 -4.1816 0.388 -0.072 0.161
H -3.4262 0.1921 -3.9741 0.169 0.832 -0.226
H -4.0188 -0.6430 -2.1054 -0.150 -0.144 0.660
H -3.9924 -3.0005 -2.1895 -0.575 -0.261 0.036
H -3.1764 -2.9883 -3.6614 0.700 0.597 -0.171
H -5.6190 -3.0504 -4.0952 0.354 -0.579 -0.140
H -4.8195 -1.6778 -4.7757 -0.491 0.950 -0.103
H -7.6800 -1.5094 -4.1780 -0.258 -0.029 0.159
H -6.6294 -0.0884 -4.3552 -0.043 0.069 -0.269
H -7.5575 -0.2087 -2.8780 -0.374 -0.308 -0.139
C -5.6640 -1.8956 0.1221 0.004 0.150 0.949
O -4.4960 -2.6646 0.3521 -0.658 -1.493 -1.309
C -4.8427 -4.0426 0.6071 -0.430 0.824 0.256
C -3.7339 -4.9773 0.3286 1.567 0.247 1.053
N -2.5550 -4.7221 1.1473 0.455 -0.867 -1.080
C -1.5819 -5.7732 0.8217 1.155 2.708 0.018
C -0.2969 -5.4642 1.6054 0.824 0.303 -0.075
O 0.0916 -4.0376 1.6533 -0.411 -2.232 0.401
C 1.2327 -3.7502 2.4978 -0.853 0.591 -0.561
H -5.4091 -0.9658 -0.3864 0.156 -0.086 0.249
H -6.0843 -1.7138 1.1112 -0.302 0.565 0.139
H -6.4694 -2.3638 -0.4438 0.317 -0.460 -0.378
H -5.6326 -4.4777 -0.0051 -0.665 0.811 -0.393
H -5.2041 -4.0758 1.6349 0.055 -0.323 0.350
H -3.4334 -4.8911 -0.7157 0.001 0.028 -0.086
H -3.9996 -6.0154 0.5280 -0.896 -0.324 -0.338
H -2.7499 -4.8178 2.1337 -0.356 0.222 0.195
H -1.2349 -5.6702 -0.2064 -0.755 0.010 -0.404
H -1.9851 -6.7744 0.9736 0.289 -0.392 0.214
H 0.5179 -5.9528 1.0711 0.203 -0.376 0.179
H -0.4316 -5.9832 2.5544 0.450 0.616 0.767
H 1.7537 -2.9257 2.0111 -0.097 0.019 -0.054
H 1.9615 -4.5418 2.6717 -0.261 -0.487 -0.238
H 0.8620 -3.3798 3.4536 0.059 -0.105 0.211
C 3.6139 1.0459 -2.3398 0.254 0.108 -0.678
O 3.7296 1.0579 -0.9437 0.515 0.737 -0.223
C 4.9074 0.3890 -0.5409 0.481 -0.934 -1.424
C 5.2140 0.5446 0.8912 -1.167 -1.261 0.760
N 4.2930 -0.3557 1.5576 0.600 -0.862 1.116
C 4.2522 -0.1853 3.0092 -1.399 0.816 -0.745
C 3.1164 -0.9415 3.6986 0.947 -0.598 -1.286
O 3.1491 -0.7013 5.0775 -0.729 0.221 0.030
C 2.0344 -1.3392 5.6921 0.949 0.044 0.557
H 2.7778 1.6679 -2.6595 0.112 -0.017 0.216
H 3.5202 0.0681 -2.8123 -0.554 -0.615 0.529
H 4.5378 1.3666 -2.8210 0.234 0.770 0.120
H 5.8185 0.5937 -1.1031 -0.131 0.977 -0.648
H 4.7080 -0.6483 -0.8102 0.250 -0.538 0.484
H 5.1448 1.5858 1.2063 -0.127 0.334 0.086
H 6.2241 0.2012 1.1146 0.268 0.105 -0.162
H 3.3972 -0.4956 1.1125 -0.359 0.107 -0.028
H 3.9902 0.8659 3.1297 0.653 0.440 0.896
H 5.2161 -0.4933 3.4143 0.022 0.336 0.292
H 3.3033 -1.9815 3.4310 0.058 -0.739 0.513
H 2.1467 -0.7681 3.2321 -0.185 0.705 0.132
H 1.9714 -1.0301 6.7355 0.151 0.279 -0.042
H 2.2896 -2.3986 5.7161 -0.633 -0.422 -0.195
H 1.0789 -1.1018 5.2243 0.074 -0.121 -0.302
C -2.3545 4.4399 -1.4252 1.108 0.437 0.284
O -0.9592 4.8117 -1.1013 -2.337 0.372 0.248
C -0.0196 3.7264 -1.0414 -0.887 1.337 -0.696
C 1.4165 4.2651 -0.8182 -0.782 -0.995 1.642
N 1.6844 4.3562 0.6994 0.885 0.631 -1.551
C 2.8550 5.1672 1.1640 -0.696 -0.154 -1.207
C 4.2255 4.5881 0.6993 -0.962 1.171 0.209
O 5.3299 5.3846 1.0850 1.099 0.896 0.791
C 5.5673 6.5430 0.2535 -1.723 -1.343 -0.105
H -3.0155 5.2985 -1.3073 0.495 0.356 0.347
H -2.7982 3.6516 -0.8171 0.508 -0.206 0.396
H -2.5344 4.1492 -2.4602 0.696 -0.247 -0.370
H -0.1811 3.3252 -2.0420 0.886 -0.901 -0.149
H -0.3308 3.0061 -0.2849 0.310 -0.169 0.131
H 1.6100 5.1924 -1.3576 -0.219 0.152 0.235
H 1.9692 3.4691 -1.3173 0.840 0.009 0.182
H 1.9557 3.4194 0.9619 -0.702 -0.240 0.162
H 2.7555 5.2623 2.2452 0.331 -0.323 0.068
H 2.7182 6.1802 0.7853 0.140 0.162 -0.166
H 4.2306 4.5537 -0.3902 -0.198 -0.436 -0.290
H 4.3239 3.5894 1.1247 0.325 0.070 -0.069
H 5.5977 6.1163 -0.7491 0.649 0.510 -0.460
H 6.4123 7.1730 0.5312 0.216 -0.748 0.211
H 4.6888 7.1883 0.2558 -0.148 0.201 0.139

***

[4]
19
Properties=species:S:1:pos:R:3:forces:R:3 method="wB97M-V/def2-TZVPD" relative_energy_ev=2.854 molar_mass_g_mol=113.164 smiles="[H]/N=C(/C)C#N.CCN" e_homo_ev=-8.5 gap_ev=9.229 spin_multiplicity=1
H 1.3978 2.8793 0.8341 -0.190 -0.167 -0.195
N 0.4167 3.0019 0.5674 0.147 0.043 -0.057
C -0.0389 2.0101 -0.0751 -0.697 0.023 0.224
C -1.4758 1.9962 -0.4939 0.025 -0.061 -0.132
C 0.8063 0.8317 -0.3354 3.464 -0.129 1.197
N 1.9193 0.4449 -0.1556 -1.561 1.609 -0.964
H -1.9316 2.9509 -0.2486 0.010 0.005 -0.052
H -1.5560 1.7968 -1.5636 -0.076 0.055 -0.045
H -2.0113 1.2004 0.0259 -0.032 0.014 0.049
C 1.1507 -2.1477 0.7512 1.735 2.008 -0.204
C -0.2633 -1.8711 0.3995 -1.028 1.852 -1.818
N -0.3121 -0.7499 -0.7685 -0.833 -2.124 1.082
H 1.7308 -1.1318 0.5535 -0.905 -2.543 0.699
H 1.5977 -2.8984 0.1046 0.043 -0.178 0.075
H 1.2760 -2.3983 1.8014 -0.044 -0.262 -0.010
H -0.8014 -2.7420 0.0141 -0.077 0.128 0.208
H -0.8228 -1.4035 1.2126 0.034 -0.193 -0.026
H 0.1911 -1.1443 -1.5559 0.112 0.115 -0.046
H -1.2730 -0.6250 -1.0678 -0.128 -0.196 0.017

***

[5]
84
Properties=species:S:1:pos:R:3:forces:R:3 method="wB97M-V/def2-TZVPD" relative_energy_ev=0.000 molar_mass_g_mol=947.454 e_homo_ev="-7.8 / -7.8" gap_ev="6.671 / 6.666" spin_multiplicity=1
W 0.1618 -0.1103 0.5092 -0.618 -0.765 0.699
C 1.6453 -1.0329 4.1089 -0.039 0.048 0.075
Sb 1.2251 -2.0459 2.2384 0.548 -0.021 -0.157
C -1.0839 -0.0074 2.0456 -0.401 0.481 -0.125
C -0.3519 1.0411 2.7745 0.024 -0.260 -0.043
C -0.6700 1.8771 3.8391 0.063 0.006 -0.004
C 0.2411 2.8610 4.1823 -0.021 -0.014 0.041
C 1.4302 3.0061 3.4784 0.076 -0.029 0.010
C 1.6923 2.1413 2.4333 0.011 -0.108 0.188
N 0.8268 1.1829 2.1319 0.056 0.191 -0.009
Si -2.8481 -0.4053 2.5842 0.029 0.004 0.120
C -3.8068 -1.6879 1.6202 0.038 0.051 0.027
C -2.7721 -0.9985 4.3720 -0.017 0.011 -0.070
C -3.7902 1.2115 2.4225 0.024 -0.048 -0.027
C 3.1859 -2.0309 1.0996 -0.125 0.110 0.013
C 3.2036 -0.9585 0.0578 0.092 0.051 -0.200
C 4.2042 -0.9568 -0.9310 -0.012 -0.050 0.134
C 4.3612 0.0884 -1.8122 -0.002 0.092 -0.109
C 3.5346 1.2043 -1.7090 0.190 -0.351 0.177
C 2.5527 1.1367 -0.7574 -0.244 0.590 -0.018
N 2.3336 0.0832 0.0527 0.134 0.095 -0.054
Si 3.1986 -3.7909 0.3226 0.008 0.031 -0.050
C 1.9273 -3.8206 -1.0621 -0.001 -0.011 0.057
C 2.7929 -5.1342 1.5709 0.006 0.000 -0.044
C 4.8486 -4.3550 -0.4016 -0.032 -0.009 0.004
Si 4.6826 -1.6463 2.2177 -0.062 -0.038 0.060
C 6.3508 -1.6382 1.3378 -0.024 0.017 0.034
C 4.7870 -2.9271 3.5878 -0.017 0.036 -0.001
C 4.5935 0.1146 2.8741 0.009 -0.054 -0.066
H 0.7302 -1.1775 4.6884 0.002 -0.011 -0.008
H 1.8638 0.0304 4.0785 -0.010 -0.027 -0.042
H 2.4497 -1.5525 4.6286 0.003 0.008 -0.007
H -1.6059 1.7752 4.3659 -0.007 -0.003 -0.003
H 0.0200 3.5324 5.0018 -0.006 0.005 -0.004
H 2.1361 3.7853 3.7250 -0.002 0.002 -0.006
H 2.5975 2.1983 1.8440 -0.012 0.017 -0.026
H -3.3856 -2.6893 1.6960 0.006 -0.002 0.022
H -3.9004 -1.4335 0.5638 0.006 0.008 0.000
H -4.8110 -1.7070 2.0554 -0.016 -0.007 -0.019
H -2.1943 -1.9246 4.4354 0.006 0.000 -0.012
H -3.7763 -1.2148 4.7440 -0.008 0.007 0.000
H -2.3147 -0.2773 5.0511 0.010 0.001 -0.010
H -3.8776 1.4754 1.3659 -0.005 -0.015 -0.006
H -3.3259 2.0617 2.9206 0.020 -0.014 0.024
H -4.7993 1.0904 2.8242 -0.011 0.003 -0.006
H 4.8777 -1.7978 -0.9651 0.032 0.017 -0.029
H 5.1391 0.0443 -2.5642 0.005 -0.006 -0.002
H 3.6264 2.0676 -2.3494 -0.001 0.033 0.027
H 1.8661 1.9681 -0.6225 -0.018 -0.016 -0.178
H 0.9442 -4.1115 -0.6863 0.013 -0.005 0.019
H 2.2237 -4.5518 -1.8181 -0.019 -0.014 -0.003
H 1.8034 -2.8560 -1.5624 0.055 0.002 0.005
H 1.8072 -5.0278 2.0202 -0.007 0.008 -0.021
H 3.5269 -5.2028 2.3745 0.027 0.022 0.007
H 2.8128 -6.0855 1.0304 0.010 -0.008 0.005
H 5.1855 -3.8081 -1.2826 -0.007 0.013 -0.001
H 4.7036 -5.3940 -0.7119 -0.013 0.004 -0.021
H 5.6552 -4.3564 0.3315 -0.002 -0.017 0.035
H 6.5920 -2.5325 0.7681 -0.018 -0.043 -0.004
H 7.1163 -1.5281 2.1122 -0.001 -0.001 0.010
H 6.4447 -0.7775 0.6739 0.002 0.011 0.006
H 5.2410 -3.8478 3.2151 0.021 0.005 -0.020
H 3.8210 -3.1912 4.0196 -0.010 0.010 -0.017
H 5.4229 -2.5528 4.3937 0.009 0.000 -0.001
H 4.7181 0.8128 2.0405 0.003 -0.003 -0.009
H 5.4349 0.2764 3.5533 0.012 0.004 -0.005
H 3.6815 0.3785 3.4008 0.007 -0.045 0.009
S 0.0017 -0.1336 -1.9142 -0.047 -0.032 -0.004
C -0.9443 -1.4610 -2.4883 0.023 -0.017 0.015
C -1.2479 -1.6463 -3.8429 0.055 0.063 0.023
C -1.9819 -2.7449 -4.2291 -0.062 -0.098 0.017
C -2.4233 -3.6783 -3.2829 0.018 0.037 -0.067
C -2.1307 -3.5019 -1.9493 0.025 0.031 0.054
C -1.3934 -2.3803 -1.5513 0.047 -0.044 -0.030
S -1.0172 -2.0998 0.1190 -0.198 -0.233 -0.032
H -0.9069 -0.9228 -4.5717 0.006 0.000 0.001
H -2.2236 -2.8889 -5.2740 0.012 0.012 -0.005
H -2.9969 -4.5387 -3.6010 -0.004 0.000 0.003
H -2.4652 -4.2144 -1.2056 0.000 0.004 0.005
F -0.6428 3.8364 1.3098 -0.013 -0.067 -0.170
B -0.5611 3.4388 -0.0116 0.047 0.318 0.091
F -0.4154 1.9075 0.0455 0.212 0.234 -0.408
F -1.6932 3.6881 -0.7309 0.151 -0.122 0.070
F 0.6060 3.8667 -0.6231 -0.040 -0.081 0.065